No. 1
DFT (ωB97M-V/def2-TZVPD) results for a cluster of 3 separate species, C2H12NO2 in total.

## Properties
ΔE to the lowest compared entry with this formula, charge and spin in kJ/mol: 76.7
Charge: +2
HOMO level (alpha / beta) in eV: -18.67 / -18.66
LUMO energy (alpha / beta) in eV: -7.695 / -15.676
Gap between HOMO and LUMO (alpha / beta) in eV: 10.975 / 2.987
2S+1: 2
⟨S²⟩: 0.7583

```
17
C2H12NO2 ωB97M-V/def2-TZVPD
O 0.1690 3.5793 3.4032
H -0.1014 4.4103 3.1861
N 0.6726 -0.8251 -1.2115
H 0.0601 -2.8173 -0.9581
O -0.1619 0.8588 1.5767
H -0.5257 3.0955 3.9600
H -0.9180 -1.4202 -3.4138
H 1.6724 -0.8351 -1.1786
H 0.1648 -0.7696 -0.2858
C -0.8320 -2.1774 -2.7258
H -1.1195 1.0654 1.7014
H -1.8439 -2.0273 -2.2377
C 0.3477 -2.2146 -1.7699
H 0.1521 1.7846 1.7349
H 1.2412 -2.6884 -2.1838
H 0.3480 0.0070 -1.6651
H -0.9893 -3.1810 -3.0444
```

Löwdin atomic charge list, values in e, 6 entries: number 1, O, carries 0.4002; number 2, H, carries 0.0916; number 3, N, carries 0.2009; number 4, H, carries 0.1120; number 5, O, carries 0.1257; number 6, H, carries 0.2031


No. 2
DFT (ωB97M-V/def2-TZVPD) results for a cluster of 3 separate species, C2H12NO2S in total.

## Properties
ΔE to the lowest compared entry with this formula, charge and spin in kJ/mol: 15.9
Charge: +1
HOMO level in eV: -13.01
LUMO energy in eV: -3.090
Gap between HOMO and LUMO in eV: 9.919

```
18
C2H12NO2S ωB97M-V/def2-TZVPD
O 0.2617 -2.1363 1.4826
H -0.9938 -1.4393 -2.8525
H 0.3486 1.2341 1.0157
C 1.2388 0.5600 -0.7772
O -1.8503 1.5068 2.0015
H 1.5632 1.6009 -0.7846
S 0.0348 -1.5927 -2.0117
N 0.2936 0.4369 0.3809
C 0.5614 0.1711 -2.0638
H 0.1243 -2.1603 2.4466
H 2.1086 -0.0524 -0.5721
H -0.3054 -2.8123 1.0914
H -1.9401 2.4582 1.8854
H -0.3018 0.7907 -2.2773
H 0.4497 -0.4137 0.9446
H 1.2805 0.2333 -2.8643
H -2.1810 1.1838 2.8412
H -0.6931 0.4313 0.1136
```

Löwdin atomic charge list, values in e, 6 entries: number 1, O, carries -0.0610; number 2, H, carries -0.1261; number 3, H, carries 0.1459; number 4, C, carries -0.2146; number 5, O, carries -0.0396; number 6, H, carries 0.1339


No. 3
DFT (ωB97M-V/def2-TZVPD) results for a cluster of 4 separate species, C2H12NO3 in total.

## Properties
ΔE to the lowest compared entry with this formula, charge and spin in kJ/mol: 0.0
Charge: 0
HOMO level (alpha / beta) in eV: -5.79 / -9.40
LUMO energy (alpha / beta) in eV: 0.474 / 0.473
Gap between HOMO and LUMO (alpha / beta) in eV: 6.268 / 9.877
2S+1: 2
⟨S²⟩: 0.7535

```
18
C2H12NO3 ωB97M-V/def2-TZVPD
O 5.1691 -1.3298 -2.0260
H -1.4921 0.6294 1.0085
H -1.6996 -0.7784 -0.9525
H 5.1554 -1.8809 -2.8169
C -2.5387 -0.2685 -0.5158
H 1.4885 0.5119 0.4699
H 3.4845 -1.3195 0.3569
O 0.6340 0.9520 0.6320
H -4.4029 0.8604 0.7257
H 4.7790 -0.4961 -2.3097
H -3.3135 0.0917 -1.1869
H -3.6348 0.8822 2.3307
H 0.6383 1.1923 1.5635
C -3.4934 1.0917 1.2713
O 2.6032 -0.9939 0.1413
H 2.3134 -1.5960 -0.5593
H -3.2898 2.1592 1.1401
N -2.4007 0.2924 0.7270
```

Löwdin atomic charge list, values in e, 6 entries: number 1, O, carries -0.0606; number 2, H, carries 0.0679; number 3, H, carries 0.0252; number 4, H, carries 0.0375; number 5, C, carries -0.0857; number 6, H, carries 0.0007


No. 4
DFT (ωB97M-V/def2-TZVPD) results for a cluster of 4 separate species, C2H12NO3 in total.

## Properties
ΔE to the lowest compared entry with this formula, charge and spin in kJ/mol: 83.5
Charge: +1
HOMO level in eV: -14.57
LUMO energy in eV: -4.366
Gap between HOMO and LUMO in eV: 10.200

```
18
C2H12NO3 ωB97M-V/def2-TZVPD
O 0.3291 0.3038 0.2951
C 1.3445 0.0107 -2.8828
H -3.7421 -2.5007 3.5194
C 2.6101 1.9324 -2.1200
H 1.1274 0.6339 -1.0800
H -1.8392 -1.3484 2.3904
H 2.2179 2.8132 -1.6289
H 0.8698 0.3012 1.0944
H 0.6851 -0.8191 -2.6558
O -1.0219 -0.8208 2.4316
H 3.4821 1.5458 -1.6013
H 1.7175 0.0120 -3.9022
H -4.5912 -1.5764 2.6482
H -0.5292 0.0362 0.6884
O -3.6979 -1.8423 2.8380
H -1.0836 -0.3364 3.2361
H 2.8182 1.9930 -3.1816
N 1.5118 0.9097 -2.0066
```

Löwdin atomic charge list, values in e, 6 entries: number 1, O, carries -0.0519; number 2, C, carries 0.1524; number 3, H, carries 0.0491; number 4, C, carries 0.0325; number 5, H, carries 0.0808; number 6, H, carries 0.0220


No. 5
DFT (ωB97M-V/def2-TZVPD) results for a cluster of 4 separate species, C2H12NO3 in total.

## Properties
ΔE to the lowest compared entry with this formula, charge and spin in kJ/mol: 116.4
Charge: +1
HOMO level in eV: -14.70
LUMO energy in eV: -3.107
Gap between HOMO and LUMO in eV: 11.595

```
18
C2H12NO3 ωB97M-V/def2-TZVPD
H -2.6236 1.0426 0.2286
H 1.0939 0.2696 0.5828
H -4.4056 -0.5370 1.4399
H 3.5494 -0.6878 1.8979
H 0.1123 -1.8166 -2.3457
H -3.0817 -0.6990 2.0871
C 0.6836 -0.8791 -2.4712
H 1.1359 1.0566 -1.6646
H 0.2680 -1.0990 0.1884
N 0.4300 -0.1336 -0.1077
H -0.5160 0.3958 0.0741
H 1.1721 -0.5184 -3.3534
H 4.6157 0.3580 2.2547
O -3.4900 -0.2448 1.3387
O 3.6756 0.2443 2.0775
C 0.8952 -0.0008 -1.4926
H -1.8047 1.9084 -0.7550
O -1.7101 1.3406 0.0204
```

Löwdin atomic charge list, values in e, 6 entries: number 1, H, carries 0.0584; number 2, H, carries 0.1653; number 3, H, carries 0.0706; number 4, H, carries 0.0237; number 5, H, carries 0.0965; number 6, H, carries 0.0627


No. 6
DFT (ωB97M-V/def2-TZVPD) results for a cluster of 4 separate species, C2H12NO3 in total.

## Properties
ΔE to the lowest compared entry with this formula, charge and spin in kJ/mol: 341.5
Charge: +1
HOMO level in eV: -14.62
LUMO energy in eV: -5.619
Gap between HOMO and LUMO in eV: 8.999

```
18
C2H12NO3 ωB97M-V/def2-TZVPD
H 1.6274 0.5431 2.9248
C 0.6520 1.0002 2.5540
O -0.9798 1.6380 -0.5471
O 0.1601 0.3932 -2.7581
N 0.3358 0.2353 1.2572
H 0.8449 2.1212 2.4129
H -0.3130 0.7404 0.4627
H 0.8806 -1.6295 0.5639
H 0.0684 -2.4841 -2.0371
H -1.5883 2.2640 -0.9315
H -1.3611 -2.7535 -1.4711
H 0.9257 1.0162 -2.6717
C 0.2926 -1.0737 1.2799
H -0.8452 1.0746 -1.3017
O -0.4245 -2.6717 -1.1975
H -0.2087 0.9311 3.2493
H 0.2748 0.1984 -3.7529
H -0.3414 -1.5432 1.9640
```

Löwdin atomic charge list, values in e, 6 entries: number 1, H, carries 0.1095; number 2, C, carries -0.0145; number 3, O, carries -0.0032; number 4, O, carries -0.0972; number 5, N, carries -0.0603; number 6, H, carries 0.1169


Energy per entry: -287.79893; -686.58987; -363.79295; -363.61907; -363.60652; -363.52078 Ha